Entry 1:
Molecular formula: C32H16AuF9N4O4P
Method: DFT, ωB97M-V/def2-TZVPD

Geometry as ORCA input:
```
! wB97M-V def2-TZVPD RIJCOSX def2/J DEFGRID3
* xyz 1 1
Au -1.04411 -0.89735 0.92890
O -1.89721 -5.49689 2.82108
C -1.76557 -4.27198 2.33953
O -2.14226 -3.91590 1.25924
C -1.11831 -3.33427 3.31359
C -0.64675 -3.79505 4.53143
C -0.15291 -2.88440 5.45297
C -0.18862 -1.53895 5.14219
C -0.65083 -1.16096 3.89210
N -1.06578 -2.03577 2.97512
C -0.73562 0.30710 3.54111
O -0.54507 1.16148 4.36170
O -1.05040 0.57159 2.29156
H -2.29916 -6.05939 2.13405
H -0.69611 -4.85027 4.75283
H 0.22335 -3.22166 6.40888
H 0.12735 -0.76903 5.83177
N -1.13984 -2.15317 -0.61009
C -0.53861 -3.13505 -0.86336
C 0.13973 -4.27022 -1.14803
C 1.15594 -4.16405 -2.13785
N 1.95846 -3.96002 -2.93691
C -0.14135 -5.46734 -0.44046
N -0.38449 -6.43203 0.13606
F 6.36267 2.01408 -0.04274
C 5.76722 1.07465 0.70191
F 6.34513 -0.10025 0.41162
F 6.01627 1.34631 1.98722
C 4.28392 1.01658 0.41814
C 3.37163 0.91627 1.45854
C 2.02152 0.81510 1.17653
C 1.58072 0.81101 -0.14714
C 2.50414 0.94201 -1.18758
C 3.85450 1.04072 -0.90101
P -0.18038 0.73538 -0.51105
C -0.43623 0.33009 -2.23527
C -1.41136 1.01409 -2.96046
C -1.65687 0.66332 -4.27773
C -0.93570 -0.36894 -4.86006
C 0.03729 -1.05592 -4.14340
C 0.28009 -0.71062 -2.82900
C -1.18890 -0.72028 -6.30792
F -0.85799 -1.98774 -6.57215
F -0.46393 0.06914 -7.11547
F -2.47781 -0.55284 -6.63013
C -0.97407 2.29335 -0.13273
C -0.21259 3.45598 -0.23434
C -0.80824 4.68082 0.01139
C -2.14752 4.73290 0.36937
C -2.90532 3.57473 0.47923
C -2.31589 2.34846 0.23084
C -2.76688 6.07544 0.68136
F -4.10091 6.03757 0.59122
F -2.45192 6.46261 1.92570
F -2.32298 7.01894 -0.15967
H 3.71345 0.92927 2.48365
H 1.31454 0.76883 1.99189
H 2.18124 0.98192 -2.21758
H 4.57086 1.14358 -1.70475
H -1.97077 1.82313 -2.51117
H -2.40916 1.18958 -4.84855
H 0.59691 -1.86114 -4.60024
H 1.03727 -1.25458 -2.28014
H 0.83395 3.41403 -0.50783
H -0.23220 5.59203 -0.07182
H -3.94608 3.63181 0.76447
H -2.90142 1.44217 0.32944
*
```

electronic energy = -85026.899 eV

Entry 2:
Molecular formula: C32H16AuIN8
Method: DFT, ωB97M-V/def2-TZVPD

Geometry as ORCA input:
```
! wB97M-V def2-TZVPD RIJCOSX def2/J DEFGRID3
* xyz 0 1
Au 0.57787 0.08617 1.08409
C 2.95679 -5.58135 -0.87547
C 1.82100 -6.10315 -0.26380
C 0.96210 -5.29919 0.47252
C 1.27697 -3.95728 0.58269
C 0.61030 -2.84776 1.23696
N -0.46376 -2.95253 1.95915
C -1.12168 -1.91743 2.45981
C -2.14806 -1.97728 3.45955
C -2.64725 -3.00899 4.24810
C -3.53959 -2.68833 5.25103
C -3.95221 -1.37067 5.46415
C -3.50944 -0.34229 4.65750
C -2.60362 -0.64931 3.64755
C -1.88263 0.16544 2.71954
N -2.13814 1.44279 2.48107
C -1.36529 2.20256 1.76616
N -0.10610 1.89803 1.31583
C 0.46303 3.01498 0.75854
N 1.69639 3.15298 0.38141
C 2.55812 2.14868 0.33696
N 2.25135 0.82015 0.35822
C 3.38487 0.09214 0.11224
N 3.42721 -1.21912 -0.04817
C 2.46221 -2.02162 0.28046
N 1.34597 -1.70905 1.01950
C 2.43521 -3.43663 -0.02070
C 3.28632 -4.23955 -0.75732
C 4.49517 0.99010 -0.00463
C 5.86120 0.79416 -0.17654
C 6.68661 1.90113 -0.13232
C 6.17142 3.18621 0.06869
C 4.81354 3.39985 0.20945
C 3.97206 2.29394 0.16641
C -0.50029 4.09431 0.80467
C -0.44061 5.40904 0.37926
C -1.53774 6.21481 0.65039
C -2.65568 5.72352 1.31870
C -2.73612 4.39332 1.70583
C -1.64366 3.58641 1.44536
N -0.97040 -0.61609 2.06532
H 3.59728 -6.23508 -1.45148
H 1.60563 -7.15745 -0.36339
H 0.07671 -5.69388 0.94299
H -2.32312 -4.02405 4.09312
H -3.91520 -3.46218 5.90320
H -4.62502 -1.15801 6.28175
H -3.82121 0.67703 4.82116
H 4.16707 -3.82969 -1.22488
H 6.25401 -0.19789 -0.32895
H 7.75302 1.77629 -0.24888
H 6.84999 4.02758 0.11491
H 4.39779 4.38203 0.37671
H 0.43257 5.77627 -0.13763
H -1.52333 7.24946 0.34059
H -3.47644 6.39008 1.54025
H -3.61010 3.98151 2.18513
I -0.58473 -0.16139 -1.67929
*
```

electronic energy = -57159.190 eV

Entry 3:
Molecular formula: C32H19BrClIN4O2Sn
Method: DFT, ωB97M-V/def2-TZVPD

Geometry as ORCA input:
```
! wB97M-V def2-TZVPD RIJCOSX def2/J DEFGRID3
* xyz 2 1
Sn 0.01810 0.25226 -0.48754
Br 5.92610 2.86496 3.92006
C 4.34480 2.11376 3.23456
C 3.93560 0.83136 3.65906
C 2.83810 0.26456 3.08766
C 2.05270 0.94066 2.09026
O 1.04250 0.35456 1.62246
C 2.46840 2.27606 1.69996
C 1.76070 3.10456 0.76576
N 0.80590 2.74006 -0.01574
C 0.13500 3.65866 -0.79964
C 0.69540 4.79396 -1.37234
C -0.08330 5.68216 -2.11674
C -1.44090 5.50876 -2.23944
C -2.06220 4.38316 -1.65474
C -3.45790 4.17476 -1.66604
C -3.96940 3.02406 -1.11674
C -3.08450 2.06856 -0.60424
N -1.78280 2.24556 -0.55304
C -1.26010 3.40186 -1.01164
C 3.60390 2.82046 2.29606
H 4.49440 0.31366 4.42376
H 2.50230 -0.72554 3.35936
H 2.06960 4.15516 0.79446
H 1.75440 4.97986 -1.27074
H 0.38820 6.53086 -2.58424
H -2.04050 6.21536 -2.79474
H -4.10460 4.92266 -2.10134
H -5.02950 2.83266 -1.07914
H -3.44570 1.12536 -0.21524
H 3.93330 3.80926 2.00266
Cl 5.71790 -4.70154 -0.10544
C 4.74880 -3.30534 -0.20884
C 5.36000 -2.05624 -0.24194
C 4.60300 -0.90974 -0.36814
I 5.46190 0.98336 -0.35214
C 3.18510 -0.93534 -0.57914
O 2.53790 0.09596 -0.82834
C 2.55280 -2.24784 -0.48454
N 1.21950 -2.26774 -0.56494
C 0.59320 -3.42544 -0.49334
C 1.25600 -4.63874 -0.30844
C 2.62710 -4.63564 -0.18274
C 3.32270 -3.41794 -0.28694
H 6.43830 -1.99504 -0.17384
H -0.48150 -3.38034 -0.58964
H 0.69490 -5.55614 -0.24954
H 3.16160 -5.55164 0.01276
N -2.16410 -1.23974 -0.35184
C -3.13040 -1.87104 -0.32514
C -4.26630 -2.68274 -0.30054
C -4.43020 -3.65864 -1.29424
C -5.49810 -4.52984 -1.21964
C -6.40600 -4.43534 -0.17314
C -6.26410 -3.44464 0.78786
C -5.20300 -2.56264 0.73546
H -3.72400 -3.71954 -2.10874
H -5.62290 -5.28874 -1.97414
H -7.22950 -5.13014 -0.11244
H -6.98260 -3.36484 1.58726
H -5.08630 -1.79104 1.48166
*
```

electronic energy = -140030.747 eV

Entry 4:
Molecular formula: C32H19F3N5ReS3Se
Method: DFT, ωB97M-V/def2-TZVPD

Geometry as ORCA input:
```
! wB97M-V def2-TZVPD RIJCOSX def2/J DEFGRID3
* xyz 3 2
Re -0.23726 0.39087 -0.47002
S 4.71921 -1.96019 -2.45932
C 6.25659 -2.64457 -2.58082
C 6.83808 -2.89529 -1.34954
C 6.02419 -2.52554 -0.28614
C 4.81066 -1.98459 -0.69397
C 3.74703 -1.49416 0.12189
C 2.57786 -0.94312 -0.45932
N 1.55935 -0.46903 0.23407
C 1.62234 -0.54879 1.59676
C 2.75713 -1.05333 2.27908
C 2.76346 -1.05402 3.70862
C 1.70962 -0.58273 4.41503
C 0.54231 -0.09076 3.75318
C -0.56119 0.41908 4.42881
C -1.67167 0.89307 3.71747
C -1.62980 0.78770 2.30614
N -0.59864 0.30302 1.63729
C 0.50064 -0.10536 2.33565
C -2.81080 1.43509 4.38746
C -3.97894 1.95726 3.84852
C -4.88326 2.36949 4.81965
C -4.41363 2.16942 6.10750
S -2.87731 1.48573 6.15283
C 3.82304 -1.52364 1.51967
H 6.68305 -2.84380 -3.54610
H 7.81586 -3.32966 -1.23828
H 6.32067 -2.64910 0.73961
H 2.50242 -0.90498 -1.53830
H 3.63857 -1.43284 4.21198
H 1.72392 -0.56952 5.49339
H -0.55297 0.45481 5.50721
H -2.48495 1.10454 1.72375
H -4.17703 2.04166 2.79565
H -5.84602 2.79577 4.60636
H -4.92777 2.40469 7.02040
H 4.69560 -1.91262 2.01804
F 1.13236 -0.27020 -6.68392
C 0.67655 -0.62550 -5.49789
F 1.31676 -1.74227 -5.11246
F -0.62239 -0.92592 -5.60311
C 0.87917 0.46341 -4.46183
C 1.46966 1.68505 -4.76441
C 1.62264 2.63711 -3.75825
C 1.17345 2.34940 -2.48062
N 0.60564 1.17573 -2.19357
C 0.46238 0.23758 -3.15443
S -0.27820 -1.14154 -2.39481
H 1.80497 1.88357 -5.77243
H 2.08425 3.58908 -3.97067
H 1.27941 3.06412 -1.67310
Se -2.59647 2.86873 -1.10165
N -2.11998 1.09606 -0.94348
C -3.21511 0.34998 -1.19482
C -3.30928 -1.05279 -1.16873
C -4.49785 -1.64344 -1.53034
C -5.62904 -0.88169 -1.88475
C -5.59944 0.48932 -1.85651
C -4.38865 1.13086 -1.51452
N -4.20416 2.44171 -1.47539
H -2.45788 -1.64835 -0.85910
H -4.57487 -2.72025 -1.53642
H -6.53208 -1.39377 -2.17815
H -6.46223 1.08945 -2.09885
*
```

electronic energy = -149050.955 eV

Please write out number 1 again, unchanged.
Molecular formula: C32H16AuF9N4O4P
Method: DFT, ωB97M-V/def2-TZVPD

Geometry as ORCA input:
```
! wB97M-V def2-TZVPD RIJCOSX def2/J DEFGRID3
* xyz 1 1
Au -1.04411 -0.89735 0.92890
O -1.89721 -5.49689 2.82108
C -1.76557 -4.27198 2.33953
O -2.14226 -3.91590 1.25924
C -1.11831 -3.33427 3.31359
C -0.64675 -3.79505 4.53143
C -0.15291 -2.88440 5.45297
C -0.18862 -1.53895 5.14219
C -0.65083 -1.16096 3.89210
N -1.06578 -2.03577 2.97512
C -0.73562 0.30710 3.54111
O -0.54507 1.16148 4.36170
O -1.05040 0.57159 2.29156
H -2.29916 -6.05939 2.13405
H -0.69611 -4.85027 4.75283
H 0.22335 -3.22166 6.40888
H 0.12735 -0.76903 5.83177
N -1.13984 -2.15317 -0.61009
C -0.53861 -3.13505 -0.86336
C 0.13973 -4.27022 -1.14803
C 1.15594 -4.16405 -2.13785
N 1.95846 -3.96002 -2.93691
C -0.14135 -5.46734 -0.44046
N -0.38449 -6.43203 0.13606
F 6.36267 2.01408 -0.04274
C 5.76722 1.07465 0.70191
F 6.34513 -0.10025 0.41162
F 6.01627 1.34631 1.98722
C 4.28392 1.01658 0.41814
C 3.37163 0.91627 1.45854
C 2.02152 0.81510 1.17653
C 1.58072 0.81101 -0.14714
C 2.50414 0.94201 -1.18758
C 3.85450 1.04072 -0.90101
P -0.18038 0.73538 -0.51105
C -0.43623 0.33009 -2.23527
C -1.41136 1.01409 -2.96046
C -1.65687 0.66332 -4.27773
C -0.93570 -0.36894 -4.86006
C 0.03729 -1.05592 -4.14340
C 0.28009 -0.71062 -2.82900
C -1.18890 -0.72028 -6.30792
F -0.85799 -1.98774 -6.57215
F -0.46393 0.06914 -7.11547
F -2.47781 -0.55284 -6.63013
C -0.97407 2.29335 -0.13273
C -0.21259 3.45598 -0.23434
C -0.80824 4.68082 0.01139
C -2.14752 4.73290 0.36937
C -2.90532 3.57473 0.47923
C -2.31589 2.34846 0.23084
C -2.76688 6.07544 0.68136
F -4.10091 6.03757 0.59122
F -2.45192 6.46261 1.92570
F -2.32298 7.01894 -0.15967
H 3.71345 0.92927 2.48365
H 1.31454 0.76883 1.99189
H 2.18124 0.98192 -2.21758
H 4.57086 1.14358 -1.70475
H -1.97077 1.82313 -2.51117
H -2.40916 1.18958 -4.84855
H 0.59691 -1.86114 -4.60024
H 1.03727 -1.25458 -2.28014
H 0.83395 3.41403 -0.50783
H -0.23220 5.59203 -0.07182
H -3.94608 3.63181 0.76447
H -2.90142 1.44217 0.32944
*
```

electronic energy = -85026.899 eV